(1)
{"formula": "C5H6O", "method": "ωB97M-V/def2-TZVPD", "de_lowest_kj_mol": 573.4, "lumo_ev": 0.663, "elements": ["C", "C", "O", "C", "C", "C", "H", "H", "H", "H", "H", "H"], "positions_angstrom": [[-1.71810, 0.81501, 0.04720], [-0.92291, -0.40138, 0.35394], [-0.44850, -1.20748, -0.81664], [0.44355, -0.55610, -0.03353], [1.76045, -0.21319, -0.05669], [2.84488, 0.29150, -0.40391], [-1.25788, 1.37412, -0.76970], [-1.78290, 1.46011, 0.93025], [-2.73319, 0.53579, -0.25088], [-1.30556, -1.03653, 1.15237], [1.32872, -1.18610, 0.87537], [3.83772, 0.05356, -0.03268]], "forces_ev_per_a": [[-0.194, 0.302, -0.278], [-0.360, -0.216, 0.056], [-0.024, 0.081, 0.313], [1.228, -1.451, 1.849], [-0.499, 1.577, -1.651], [1.389, -0.142, 0.569], [-0.043, 0.008, 0.100], [0.042, -0.124, -0.124], [0.094, 0.046, 0.075], [0.134, 0.029, -0.131], [-1.626, -0.270, -0.479], [-0.141, 0.161, -0.299]]}

***

(2)
{"formula": "C5H6O2", "method": "ωB97M-V/def2-TZVPD", "de_lowest_kj_mol": 450.5, "lumo_ev": 0.626, "elements": ["C", "C", "C", "C", "C", "O", "O", "H", "H", "H", "H", "H", "H"], "positions_angstrom": [[-0.89528, -0.29429, 1.11309], [0.26024, -0.18812, 0.14824], [0.56493, -1.17017, -0.89391], [1.45923, 1.36014, -0.16015], [0.37752, 1.00509, -0.86498], [1.47535, 0.34194, 0.75463], [-0.42903, -1.86290, -1.36084], [-1.31041, -1.74053, -0.93672], [2.20586, 2.13541, -0.16129], [-0.17599, 1.35676, -1.70995], [-0.98242, 0.63742, 1.67096], [-0.71342, -1.11193, 1.81437], [-1.83658, -0.46884, 0.58655]], "forces_ev_per_a": [[0.413, 0.049, 0.038], [-0.718, 0.574, -1.100], [1.428, -0.424, 0.407], [-0.474, -0.500, -0.243], [-0.144, 0.243, 0.864], [0.196, -0.001, 0.244], [-0.896, -0.121, -0.140], [0.243, 0.139, 0.067], [0.155, 0.005, 0.009], [-0.066, 0.053, -0.136], [-0.086, -0.043, -0.025], [-0.079, 0.031, -0.022], [0.027, -0.005, 0.035]]}

***

(3)
{"formula": "C5H6O2", "method": "ωB97M-V/def2-TZVPD", "de_lowest_kj_mol": 9.4, "lumo_ev": 0.599, "elements": ["C", "C", "C", "C", "C", "O", "O", "H", "H", "H", "H", "H", "H"], "positions_angstrom": [[0.69879, 0.51997, 1.53524], [-0.19252, 0.65696, 0.29399], [-1.00967, -0.55975, -0.01805], [-0.66905, -1.04731, -1.20272], [0.39615, -0.20018, -1.78489], [0.97685, -0.34839, -2.82886], [0.63247, 0.82097, -0.89495], [1.56066, 1.17233, 1.39157], [0.19607, 0.82711, 2.46204], [1.05384, -0.50785, 1.66349], [-0.85782, 1.52760, 0.42404], [-1.74139, -0.94443, 0.68241], [-1.04438, -1.91703, -1.72329]], "forces_ev_per_a": [[0.095, 0.006, -0.088], [0.058, -0.104, -0.069], [-0.007, -0.049, 0.053], [-0.149, -0.129, 0.066], [0.065, -0.091, -0.231], [-0.242, 0.425, 0.792], [-0.175, -0.081, 0.222], [-0.013, -0.026, 0.098], [-0.060, -0.095, -0.353], [-0.005, 0.172, -0.108], [0.380, -0.088, -0.365], [0.040, -0.017, -0.118], [0.012, 0.077, 0.100]]}

***

(4)
{"formula": "C5H6O2", "method": "ωB97M-V/def2-TZVPD", "de_lowest_kj_mol": 385.5, "lumo_ev": 0.969, "elements": ["C", "O", "C", "C", "O", "C", "C", "H", "H", "H", "H", "H", "H"], "positions_angstrom": [[0.65200, 0.74152, 1.20598], [0.48489, -0.95971, 1.22770], [0.15793, -1.30862, -0.10272], [-1.10495, -0.72246, -0.67405], [-1.46244, 0.36052, 0.18154], [-0.15732, 0.94501, -0.00689], [0.21482, -0.10939, -1.04043], [1.66423, 1.21375, 1.05826], [0.17526, 1.26136, 2.06764], [0.56208, -2.23105, -0.55028], [-1.89069, -1.18120, -1.27113], [-0.14069, 2.02648, -0.17515], [0.84490, -0.03621, -1.92048]], "forces_ev_per_a": [[-0.294, -1.949, 0.005], [0.917, 2.705, 0.141], [0.585, 0.853, -0.282], [-0.309, -0.027, 0.007], [-0.425, 0.379, -0.299], [0.125, 0.590, 0.060], [0.391, -0.085, -0.026], [-0.452, -1.410, 0.272], [0.230, -1.295, -0.154], [-0.179, 0.368, 0.768], [0.213, -0.033, 0.240], [-0.455, -0.106, -0.791], [-0.348, 0.012, 0.059]]}

***

(5)
{"formula": "C5H6O2", "method": "ωB97M-V/def2-TZVPD", "de_lowest_kj_mol": 192.3, "lumo_ev": 0.796, "elements": ["O", "C", "C", "C", "C", "O", "C", "H", "H", "H", "H", "H", "H"], "positions_angstrom": [[1.91980, -0.14168, 2.11520], [1.16687, -0.13611, 1.18183], [-0.03394, -1.00623, 0.78720], [-0.23736, -0.04713, -0.39101], [-1.46285, 0.37770, -1.05636], [-0.52825, -0.49059, -1.69348], [1.01628, 0.76529, -0.05087], [-0.82919, -1.06728, 1.53702], [0.25166, -2.01747, 0.47677], [-2.41541, -0.07884, -0.78713], [-1.52668, 1.38147, -1.47753], [1.82590, 0.64519, -0.77876], [0.87798, 1.82860, 0.16700]], "forces_ev_per_a": [[-0.348, 0.011, -0.418], [0.298, -0.020, 0.332], [-0.062, -0.066, 0.028], [-0.018, 0.075, 0.140], [-0.247, 0.194, 0.108], [0.112, -0.147, -0.185], [0.026, 0.070, -0.045], [0.114, 0.024, -0.121], [-0.014, 0.132, 0.041], [0.166, 0.040, -0.030], [0.033, -0.162, 0.063], [-0.084, -0.008, 0.102], [0.022, -0.144, -0.016]]}

***

(6)
{"formula": "C5H6O2", "method": "ωB97M-V/def2-TZVPD", "de_lowest_kj_mol": 237.4, "lumo_ev": 0.672, "elements": ["O", "C", "C", "C", "C", "C", "O", "H", "H", "H", "H", "H", "H"], "positions_angstrom": [[-3.58018, -0.36774, -0.73717], [-2.48397, 0.08456, -0.52615], [-1.66108, -0.32858, 0.68853], [-0.24400, 0.00741, 0.58448], [0.94557, 0.12570, 0.43050], [2.38215, 0.04434, 0.12363], [2.77708, 0.89480, -0.93064], [-2.01985, 0.82444, -1.21037], [-2.12640, 0.10179, 1.58341], [-1.75458, -1.41569, 0.78516], [2.99690, 0.31519, 0.98795], [2.58918, -1.01323, -0.10804], [2.17918, 0.72703, -1.67130]], "forces_ev_per_a": [[0.481, 0.231, 0.063], [-0.392, -0.148, -0.027], [-0.018, -0.069, 0.072], [0.575, -0.053, -0.107], [-0.502, -0.198, 0.014], [0.025, -0.157, 0.295], [-0.137, -0.009, -0.280], [-0.046, -0.067, 0.092], [0.044, 0.042, -0.140], [-0.100, 0.108, 0.022], [-0.178, -0.009, -0.112], [0.074, 0.217, 0.023], [0.173, 0.112, 0.084]]}

***

(7)
{"formula": "C5H6O2", "method": "ωB97M-V/def2-TZVPD", "de_lowest_kj_mol": 9.6, "lumo_ev": 0.598, "elements": ["C", "C", "C", "C", "C", "O", "O", "H", "H", "H", "H", "H", "H"], "positions_angstrom": [[-1.71975, -0.22508, -0.32630], [-0.49424, 0.04799, 0.55558], [0.45812, 1.05946, -0.00560], [1.63947, 0.50106, -0.22679], [1.58182, -0.92371, 0.16874], [2.44842, -1.75472, 0.08044], [0.31968, -1.15565, 0.66324], [-2.04797, -1.24531, -0.12267], [-2.56340, 0.44603, -0.11356], [-1.47583, -0.13951, -1.39068], [-0.83753, 0.37490, 1.55208], [0.14993, 2.07994, -0.19930], [2.54129, 0.93459, -0.63519]], "forces_ev_per_a": [[0.040, -0.126, -0.023], [0.080, -0.038, -0.104], [-0.035, 0.051, -0.052], [0.044, 0.197, -0.063], [0.232, -0.117, -0.037], [-0.842, 0.350, 0.245], [-0.136, 0.273, -0.052], [-0.063, 0.067, -0.052], [0.385, -0.050, 0.053], [0.021, -0.098, 0.190], [0.295, -0.445, -0.133], [0.102, -0.070, 0.002], [-0.123, 0.006, 0.025]]}

***

(8)
{"formula": "C5H6O2", "method": "ωB97M-V/def2-TZVPD", "de_lowest_kj_mol": 400.2, "lumo_ev": 0.960, "elements": ["C", "O", "C", "C", "O", "C", "C", "H", "H", "H", "H", "H", "H"], "positions_angstrom": [[0.65459, 0.75847, 1.19688], [0.47385, -0.97701, 1.22239], [0.15549, -1.31515, -0.10508], [-1.10427, -0.72590, -0.67703], [-1.45822, 0.35829, 0.18040], [-0.15682, 0.94742, -0.01309], [0.21118, -0.10748, -1.04737], [1.66319, 1.23622, 1.05453], [0.17583, 1.24883, 2.06624], [0.56517, -2.23334, -0.55652], [-1.89653, -1.17716, -1.26936], [-0.12865, 2.03528, -0.16134], [0.85645, -0.04340, -1.91530]], "forces_ev_per_a": [[-0.267, -2.171, 0.090], [1.011, 2.769, 0.158], [0.552, 0.941, -0.364], [-0.342, 0.031, -0.010], [-0.433, 0.429, -0.303], [0.137, 0.564, 0.131], [0.475, -0.179, 0.110], [-0.403, -1.419, 0.252], [0.165, -1.131, -0.083], [-0.188, 0.369, 0.723], [0.200, -0.059, 0.203], [-0.543, -0.172, -0.893], [-0.363, 0.026, -0.016]]}